Molecular formula: C56H140ClNO29
Method: DFT, ωB97M-V/def2-TZVPD

XYZ file:
```
227
Properties=species:S:1:pos:R:3:forces:R:3
C 2.9190 4.7441 0.1765 -1.46 1.15 0.71
C 1.8939 3.9310 1.0122 0.96 -0.29 -0.26
N 1.5220 4.4568 2.4095 -0.12 -0.94 -0.68
C 2.7718 4.9589 3.0959 -1.99 0.34 -1.34
C 0.5212 5.5555 2.1913 -0.58 -0.26 -0.44
C -0.1127 6.1708 3.4327 -0.42 -0.18 -1.04
C 0.9922 3.2822 3.1979 -0.62 -0.31 -0.04
C -0.2877 2.6065 2.7305 -1.59 0.78 0.23
O -1.3522 3.1879 3.5324 0.65 0.07 0.05
C -2.5665 2.4549 3.5150 1.35 -1.76 -0.89
H 2.6980 5.8287 0.1932 -0.43 -0.37 -0.32
H 2.7581 4.3844 -0.8416 0.65 0.04 0.07
H 3.9352 4.7705 0.5436 0.33 -0.95 -0.14
H 2.3247 2.9337 1.1616 -0.24 0.13 0.06
H 0.9639 3.8119 0.4361 0.27 0.10 0.36
H 3.3883 4.1483 3.2203 1.82 -1.95 -0.05
H 2.5912 5.3269 4.0593 -0.79 0.67 1.29
H 3.1521 5.7175 2.4582 0.62 0.61 -0.31
H -0.2814 5.1993 1.4794 0.84 0.09 0.89
H 1.1280 6.2403 1.6310 -0.04 0.86 -0.26
H -0.7249 5.3904 3.8989 0.16 0.44 0.28
H -0.7862 6.9390 3.0110 0.16 -0.27 0.42
H 0.5861 6.6694 4.0971 0.07 -0.16 0.17
H 0.7960 3.6791 4.1736 0.06 -0.03 0.70
H 1.7458 2.5271 3.2355 0.89 -0.10 0.12
H -0.3553 1.4970 2.8139 0.67 0.72 0.12
H -0.4822 2.8571 1.6924 -0.11 -0.24 -0.43
H -3.2332 2.8940 4.2459 -0.33 0.25 -0.38
H -2.3408 1.3971 3.8340 -0.31 0.76 -0.11
H -2.8898 2.3662 2.4480 -0.56 0.37 0.88
Cl 1.1712 0.4346 -0.2950 -2.88 -1.02 -0.02
O -0.2207 0.9501 -0.2671 1.37 -0.62 -0.06
O 1.7104 0.5075 1.0239 0.42 0.02 1.40
O 1.1863 -0.9416 -0.7601 -0.13 0.57 0.28
O 1.9455 1.2368 -1.1542 1.15 1.28 -1.37
C 4.3762 2.0614 -5.1489 -1.00 -0.30 -0.63
O 3.2221 2.9045 -5.0460 -0.41 -0.18 -0.02
C 2.1114 2.3100 -4.3100 0.53 0.59 0.24
C 1.1301 3.4371 -3.8624 0.80 -1.34 -1.29
O 0.5388 4.1044 -4.9038 -1.93 0.78 -1.45
C 1.1428 5.1478 -5.6666 -0.28 -0.14 0.82
H 5.1999 2.5717 -5.6731 -0.58 0.05 0.24
H 4.1020 1.1529 -5.7027 0.15 0.10 -0.24
H 4.7126 1.6928 -4.1963 0.23 0.16 0.80
H 2.5435 1.9951 -3.3841 0.17 -0.76 0.80
H 1.6595 1.4026 -4.7986 0.23 1.08 0.01
H 1.6432 4.0999 -3.2253 1.18 1.04 0.88
H 0.3102 3.0720 -3.2600 -0.08 -0.74 0.09
H 2.1405 5.2852 -5.2919 0.71 0.21 -0.16
H 0.5892 6.1221 -5.5226 0.29 -1.08 -0.32
H 1.1604 4.8063 -6.7109 0.03 0.46 0.26
C -1.5549 -3.5546 -4.5903 -1.29 -1.35 1.60
O -0.5852 -3.8585 -3.5846 -0.78 -0.84 -1.14
C 0.0092 -2.7293 -2.9961 -0.17 -1.89 0.94
C 0.7114 -1.8557 -3.9495 0.20 -0.69 -1.31
O 1.7616 -2.5271 -4.7085 -1.45 -0.02 1.77
C 2.2422 -1.7308 -5.7157 0.89 0.13 -1.12
H -2.0054 -2.6079 -4.3273 -0.30 0.40 -0.34
H -2.3846 -4.3489 -4.5447 1.24 0.96 -0.04
H -1.1733 -3.5491 -5.5907 0.52 0.13 -0.60
H 0.6275 -3.2044 -2.2419 0.73 0.32 -0.04
H -0.7356 -2.2293 -2.3780 -0.18 0.83 -0.28
H 1.1386 -1.1002 -3.3781 1.01 1.72 1.00
H -0.0312 -1.3969 -4.5970 0.05 0.02 -0.50
H 2.4637 -0.6926 -5.4709 -0.26 0.28 0.54
H 1.5735 -1.7226 -6.5821 -0.02 0.00 -0.16
H 3.2168 -2.1414 -5.9973 -0.16 -0.12 -0.33
C 4.0652 -6.6411 0.2120 -0.13 -0.54 0.03
O 3.1221 -7.5466 -0.2761 -1.61 -0.10 -1.41
C 2.1795 -7.0562 -1.2960 1.15 0.10 0.44
C 0.9573 -6.4473 -0.6255 -0.18 -0.39 1.05
O 1.1195 -5.0724 -0.4035 0.07 0.52 -0.26
C -0.0748 -4.3953 0.0037 0.30 -0.81 0.89
H 3.6613 -5.9283 0.9418 0.11 -0.24 0.13
H 4.4931 -6.0996 -0.5948 0.52 0.85 -0.84
H 4.8368 -7.3134 0.5732 0.28 0.41 0.73
H 1.8607 -7.9593 -1.8288 0.16 0.16 0.08
H 2.7121 -6.3617 -2.0409 -0.83 -0.80 1.16
H 0.7968 -7.0023 0.3467 0.40 0.46 -0.60
H 0.0310 -6.6605 -1.1554 -0.13 0.19 -0.68
H 0.1257 -3.3192 0.0747 -0.07 -0.29 -0.43
H -0.3432 -4.7364 1.0178 -0.09 0.19 -0.40
H -0.9020 -4.6737 -0.6673 0.13 0.46 0.01
C -5.7857 0.3141 0.1279 -0.07 -0.34 1.22
O -6.1535 1.5802 -0.3635 -0.42 0.37 0.40
C -7.2633 2.1435 0.3700 1.59 -0.87 0.48
C -8.1218 2.9582 -0.4970 -1.68 0.22 -0.63
O -7.5227 4.1824 -0.9572 0.02 -2.41 1.80
C -8.4920 5.0955 -1.3033 0.29 1.49 -1.27
H -5.1324 -0.1363 -0.5962 0.30 -0.23 -0.37
H -6.7143 -0.2969 0.1991 0.72 -0.03 0.22
H -5.2055 0.2940 1.1270 -1.05 0.37 -1.24
H -6.8610 2.7962 1.1509 -0.02 -0.27 0.33
H -7.8375 1.2812 0.7984 0.17 0.90 -0.16
H -9.0542 3.1819 0.1090 0.86 0.00 -0.59
H -8.4536 2.2874 -1.3239 0.14 0.71 -0.02
H -7.8801 6.0060 -1.4259 -0.78 0.07 -0.16
H -9.3077 5.3016 -0.5710 0.54 -0.48 -0.30
H -8.8721 4.7886 -2.2948 -0.52 0.45 0.34
C 2.0627 -2.3824 5.6435 0.59 0.32 1.17
O 1.4598 -1.1201 5.7523 0.16 0.66 0.36
C 1.1330 -0.5970 4.4784 1.22 -1.54 -0.86
C -0.0706 -1.2767 3.8644 -1.37 -0.21 1.78
O -1.2980 -0.8406 4.5620 0.25 0.45 -1.02
C -1.5264 -1.3138 5.8916 0.10 -0.81 -1.85
H 2.9132 -2.4793 6.3230 -0.07 0.30 0.23
H 2.4498 -2.5029 4.6788 0.56 -0.47 -1.56
H 1.3905 -3.1696 5.8829 -0.84 -0.80 0.14
H 2.0379 -0.7013 3.8119 -0.91 -0.12 0.34
H 0.9854 0.4479 4.5609 -0.49 1.15 0.35
H -0.0816 -2.3937 3.9870 0.54 0.88 -0.62
H -0.1418 -0.9397 2.8314 -0.37 -0.34 -0.08
H -2.1508 -0.6099 6.3912 -0.50 0.46 0.35
H -0.5953 -1.4198 6.3517 1.28 0.06 1.25
H -1.9745 -2.3128 5.8745 -0.35 0.01 -0.05
C -6.8708 -1.5386 -2.7808 -1.84 -0.04 0.52
O -6.2787 -2.6870 -2.2785 1.26 -0.51 0.34
C -4.8536 -2.7417 -2.4162 -0.34 -0.60 -1.73
C -4.3386 -4.0872 -1.9648 -1.26 -1.51 -1.28
O -4.4675 -4.3395 -0.6009 -0.12 0.10 0.92
C -4.0276 -5.6578 -0.2877 -0.15 0.89 -0.43
H -6.7910 -1.4620 -3.8407 0.33 0.10 -1.08
H -6.6210 -0.5921 -2.3276 0.81 0.31 0.33
H -7.9473 -1.6308 -2.5581 0.25 -0.16 -0.16
H -4.3949 -1.9663 -1.8711 0.55 1.22 0.96
H -4.5188 -2.5801 -3.5111 -0.63 -0.37 1.34
H -3.3143 -4.2808 -2.3003 0.16 0.35 -0.05
H -4.9928 -4.8514 -2.4975 0.68 0.64 0.22
H -4.1524 -5.8802 0.7438 -0.47 0.17 0.92
H -2.9740 -5.7143 -0.4428 0.97 -0.27 -0.44
H -4.5548 -6.3909 -0.8752 -0.24 -0.38 -0.41
C -5.8437 2.2975 -4.0187 -2.38 1.18 0.20
O -4.5225 1.9843 -4.1388 2.23 -0.76 -0.27
C -4.1799 0.6992 -3.4967 -0.13 1.82 -1.67
C -2.7014 0.3314 -3.4197 -0.85 -0.33 -1.36
O -2.1518 -0.2846 -4.5929 -0.25 0.80 -0.36
C -1.9013 0.5523 -5.7467 -0.72 -0.82 0.05
H -6.1225 3.1949 -4.6154 0.73 -0.41 0.16
H -6.2252 2.5478 -2.9998 0.69 -0.34 -0.16
H -6.5204 1.5330 -4.4008 -0.01 -0.55 -0.11
H -4.7757 -0.0462 -4.0372 0.19 -0.25 0.50
H -4.4834 0.9200 -2.5109 -0.65 -0.66 1.56
H -2.7244 -0.4662 -2.6858 0.43 -0.18 0.29
H -2.0919 1.1455 -3.0545 0.25 0.37 0.07
H -2.7955 0.9848 -6.2240 -0.09 -0.41 0.40
H -1.3940 -0.0815 -6.4849 -0.14 0.06 0.27
H -1.2744 1.3816 -5.5233 0.78 0.74 0.51
C 2.7361 -2.5985 1.6850 -1.36 0.40 -1.71
O 3.6545 -2.5142 2.7079 0.50 0.07 0.91
C 4.7248 -3.3843 2.4998 0.30 -0.05 0.29
C 5.7139 -3.2380 3.6009 -0.50 -0.45 0.50
O 6.2666 -1.9761 3.5173 1.18 1.28 1.58
C 7.1755 -1.6721 4.6029 -0.10 -0.12 -0.11
H 2.3385 -3.6349 1.5664 0.42 0.45 -0.22
H 3.1132 -2.1757 0.6813 -0.42 -0.78 1.44
H 1.8847 -1.9805 1.9878 0.10 0.01 -0.28
H 5.1751 -3.1185 1.5456 0.20 -0.51 -0.35
H 4.4299 -4.4302 2.6052 -0.40 -0.23 -0.76
H 6.4960 -3.9958 3.4685 -0.05 -0.18 0.23
H 5.1418 -3.4185 4.5511 0.68 0.21 -0.36
H 7.9564 -2.4653 4.7115 -0.39 0.67 -0.31
H 6.7253 -1.5423 5.6134 -0.42 -0.41 -0.68
H 7.5888 -0.6837 4.3823 0.29 -0.37 -0.20
C 3.4128 -3.4904 -1.7889 0.81 0.08 0.24
O 4.7934 -3.4986 -2.1903 -0.19 -0.21 -0.36
C 5.0846 -2.6743 -3.3188 0.95 -0.94 0.39
C 5.1560 -1.2082 -2.9784 -0.39 0.46 -0.10
O 6.1058 -0.7744 -2.0352 0.08 -0.10 -1.01
C 5.6240 -0.8484 -0.7415 1.27 0.00 1.25
H 3.3563 -4.0076 -0.8094 0.03 0.52 -0.62
H 2.7875 -4.0459 -2.4940 0.02 0.25 -0.09
H 3.1114 -2.4362 -1.7099 -0.51 -0.43 0.15
H 4.3611 -2.7382 -4.1194 -0.76 -0.31 -0.12
H 6.0153 -3.1121 -3.7860 -0.57 0.79 0.79
H 4.1562 -0.8068 -2.6936 0.33 -0.40 -0.05
H 5.3916 -0.7113 -3.8958 0.29 0.46 -0.80
H 4.5606 -0.7809 -0.7099 -0.98 -0.10 0.19
H 6.0318 -0.0225 -0.1614 0.01 0.18 -0.20
H 6.0045 -1.7447 -0.2489 -0.39 -0.32 0.07
C -3.0411 8.3932 -0.2812 -0.52 0.37 -1.49
O -2.0233 7.4633 -0.3906 0.31 -1.60 -0.86
C -1.8508 6.9016 -1.7239 -0.61 1.27 0.88
C -0.9165 5.7339 -1.5296 -0.10 0.74 -0.45
O -1.4753 4.7957 -0.6523 -0.10 -0.47 -0.64
C -1.9847 3.6315 -1.2924 -0.34 -0.23 0.44
H -3.3617 8.4113 0.7377 -0.18 0.28 0.68
H -3.9247 8.1567 -0.9289 0.53 0.00 0.47
H -2.6436 9.3534 -0.6248 -0.35 0.38 0.24
H -1.5011 7.7397 -2.3564 0.47 -0.59 -0.06
H -2.8155 6.6102 -2.1838 0.17 -0.16 0.54
H -0.0705 6.0819 -0.9868 1.03 0.68 0.23
H -0.5556 5.3901 -2.5119 -0.31 -0.54 0.27
H -2.8714 3.8493 -1.9587 1.00 -0.23 0.47
H -2.3160 3.0422 -0.4193 -0.01 -0.23 -0.77
H -1.1457 3.1070 -1.8104 -0.88 0.20 0.21
C 5.9286 1.4970 1.8900 -0.48 0.31 1.58
O 5.0471 1.8915 2.9762 -0.24 -0.81 -0.31
C 4.2910 0.7665 3.4956 0.72 1.69 1.43
C 4.0222 1.0876 5.0176 0.59 0.35 -1.75
O 3.2538 2.2906 5.1779 0.36 -0.47 -1.09
C 2.6992 2.4207 6.4534 0.01 0.37 -0.25
H 5.5028 1.8738 0.9481 0.57 -0.07 0.15
H 5.9650 0.3974 1.8929 0.29 0.36 -0.31
H 6.9064 1.9206 2.2164 -0.46 -0.27 -1.01
H 4.9623 -0.1192 3.5064 -0.88 0.20 -0.24
H 3.3594 0.6550 2.9178 0.37 -0.30 0.14
H 5.0552 1.3018 5.4542 -1.35 -0.89 -0.02
H 3.4235 0.2096 5.3286 0.69 0.40 0.82
H 2.0736 1.5761 6.6515 -0.54 -0.69 0.44
H 2.0741 3.3194 6.4433 0.21 -0.03 0.17
H 3.4805 2.4844 7.2058 0.08 0.15 0.34
C -2.9478 -1.8541 1.2247 -0.20 0.15 -1.37
O -2.2573 -2.8912 1.8417 -0.31 -1.29 1.16
C -3.1266 -3.6537 2.7006 2.50 -1.82 0.66
C -2.3480 -4.9076 3.3361 -1.68 0.79 -1.72
O -1.8989 -5.7249 2.2773 -0.51 -1.00 0.74
C -1.0278 -6.8044 2.6969 -0.55 1.33 -1.47
H -3.6537 -2.2174 0.4566 -0.06 -0.12 0.44
H -2.2631 -1.2094 0.6790 0.47 -0.01 0.15
H -3.4553 -1.2529 1.9444 -0.59 0.60 0.67
H -3.9906 -4.0177 2.1917 -0.70 -0.10 -0.63
H -3.4017 -3.1566 3.6087 -0.44 1.19 0.34
H -3.0447 -5.4472 4.0347 0.39 0.35 -0.58
H -1.5352 -4.5302 3.9074 1.02 0.38 0.63
H -1.3396 -7.3081 3.6039 -0.02 0.01 0.19
H -0.0661 -6.3349 2.7123 1.02 -0.07 0.90
H -0.9594 -7.4700 1.8422 -0.36 -0.40 0.10
```
Forces are in eV/Å.

The calculation puts the total energy at -133706.07457 eV.

Atomic partial charges in e from the Mulliken method, atoms 1 to 99: -1.9144 1.9500 1.4821 -1.2495 -0.1062 -1.5533 -1.0515 2.0069 -0.4364 -0.4103 0.4374 0.2654 0.4280 -0.5885 -0.5625 0.2952 0.3484 0.3919 -0.0995 0.6435 0.2292 0.4694 0.3268 0.9636 -0.3979 -1.1037 -0.5195 0.3669 -0.0187 0.1763 0.3132 0.1038 -0.7910 -0.3639 -0.3000 -0.5671 -0.4048 0.5476 -0.1437 -0.3941 -0.7819 0.3636 0.2249 0.1800 0.0558 -0.1166 0.8519 -0.6412 0.3402 0.2141 0.2613 -0.3004 -0.4996 1.4974 0.9611 -0.4254 -0.8581 -0.1401 0.2880 0.3110 -1.7373 0.0361 0.0583 0.0701 0.1738 0.3402 0.4316 -0.4674 -0.5004 -0.4558 -0.4072 0.3997 -0.4812 0.1021 0.2296 0.3989 0.3772 0.1261 0.0667 0.4892 -0.2950 0.1163 0.1964 -0.2594 -0.0601 -0.5704 -0.5252 -0.1921 -0.8132 -0.4709 0.4913 0.2015 0.2300 0.3803 0.4313 0.2573 0.2266 0.3162 0.3113